No. 1
{"formula": "C40H42N5O8PS", "method": "ωB97M-V with the def2-TZVPD basis set", "gap_ev": 6.7624, "symbols": ["C", "C", "C", "C", "C", "C", "C", "C", "C", "C", "C", "C", "C", "C", "C", "C", "O", "O", "C", "P", "C", "C", "C", "C", "N", "S", "N", "C", "H", "H", "H", "H", "H", "H", "H", "H", "H", "H", "H", "H", "H", "H", "H", "H", "H", "H", "H", "H", "H", "H", "H", "H", "H", "H", "H", "C", "C", "C", "C", "C", "C", "N", "O", "O", "H", "H", "H", "H", "H", "C", "C", "C", "C", "C", "C", "N", "O", "O", "H", "H", "H", "H", "H", "C", "C", "C", "C", "C", "C", "N", "O", "O", "H", "H", "H", "H", "H"], "xyz": [[-0.773, 2.539, 0.013], [-1.695, 2.893, -1.207], [-3.167, 2.615, -0.983], [-3.922, 1.700, -1.661], [-3.178, 0.853, -2.724], [-2.447, -0.266, -1.965], [-3.214, -1.215, -1.300], [-2.624, -2.226, -0.565], [-1.240, -2.327, -0.451], [-0.479, -1.372, -1.141], [-1.069, -0.362, -1.881], [-5.360, 1.498, -1.420], [-6.120, 0.478, -2.272], [-6.882, -0.630, -1.508], [-7.163, -1.780, -2.527], [-8.048, -2.892, -1.943], [-9.211, -2.984, -2.254], [-7.446, -3.769, -1.081], [-5.995, 2.231, -0.440], [-7.791, 2.029, -0.018], [-8.473, 3.551, 0.784], [-7.788, 0.716, 1.322], [-7.354, 1.232, 2.725], [-5.219, 3.183, 0.299], [-5.586, 3.992, 1.304], [-4.319, 4.869, 1.765], [-3.153, 4.297, 0.749], [-3.819, 3.399, 0.035], [-0.111, 1.711, -0.274], [-1.342, 2.322, 0.920], [-0.097, 3.394, 0.165], [-1.608, 3.981, -1.373], [-1.271, 2.422, -2.097], [-3.864, 0.433, -3.465], [-2.463, 1.467, -3.284], [-4.304, -1.180, -1.314], [-3.228, -2.958, -0.021], [-0.757, -3.098, 0.149], [0.606, -1.453, -1.043], [-0.422, 0.365, -2.376], [-6.884, 1.053, -2.830], [-5.505, -0.017, -3.028], [-6.357, -0.998, -0.615], [-7.878, -0.310, -1.172], [-7.730, -1.327, -3.351], [-6.239, -2.202, -2.958], [-6.563, -3.407, -0.919], [-7.987, 3.702, 1.759], [-8.317, 4.451, 0.180], [-9.532, 3.352, 1.004], [-7.059, -0.052, 1.038], [-8.764, 0.212, 1.374], [-8.213, 1.449, 3.379], [-6.739, 2.138, 2.638], [-6.742, 0.501, 3.278], [4.325, -3.519, 2.917], [3.321, -4.000, 3.748], [2.128, -3.305, 3.869], [1.955, -2.134, 3.150], [2.951, -1.641, 2.324], [4.142, -2.339, 2.209], [0.683, -1.407, 3.256], [-0.165, -1.856, 4.003], [0.551, -0.402, 2.588], [5.254, -4.068, 2.820], [3.467, -4.920, 4.299], [1.349, -3.682, 4.516], [2.812, -0.723, 1.770], [4.925, -1.965, 1.566], [10.570, -0.825, 1.245], [9.411, -1.585, 1.163], [8.260, -1.165, 1.811], [8.283, 0.016, 2.531], [9.434, 0.780, 2.627], [10.583, 0.354, 1.979], [7.057, 0.476, 3.199], [6.071, -0.226, 3.113], [7.103, 1.534, 3.795], [11.467, -1.152, 0.733], [9.402, -2.504, 0.591], [7.362, -1.761, 1.743], [9.446, 1.699, 3.195], [11.488, 0.943, 2.044], [7.511, 0.999, -4.478], [7.798, -0.354, -4.358], [7.497, -1.026, -3.184], [6.906, -0.330, -2.143], [6.621, 1.021, -2.246], [6.927, 1.687, -3.422], [6.563, -1.042, -0.908], [6.843, -2.224, -0.836], [6.017, -0.412, -0.023], [7.742, 1.521, -5.399], [8.254, -0.887, -5.182], [7.722, -2.079, -3.095], [6.163, 1.558, -1.428], [6.707, 2.742, -3.518]], "lowdin_charge": [-0.07, -0.18, -0.12, -0.09, -0.07, -0.20, -0.03, -0.08, -0.08, -0.08, -0.06, -0.14, -0.16, -0.22, -0.11, -0.50, 0.11, 0.10, -0.26, 0.98, -0.30, -0.39, -0.16, -0.32, -0.26, 1.02, -0.19, -0.34, 0.05, 0.07, 0.07, 0.11, 0.08, 0.10, 0.11, 0.09, 0.10, 0.10, 0.11, 0.11, 0.13, 0.08, 0.10, 0.07, 0.13, 0.12, 0.10, 0.00, 0.04, 0.04, 0.05, 0.07, 0.07, 0.03, 0.07, -0.06, -0.07, -0.01, -0.15, 0.01, -0.07, -0.35, 0.07, 0.07, 0.11, 0.11, 0.12, 0.12, 0.07, -0.07, -0.06, -0.02, -0.14, 0.00, -0.07, -0.34, 0.08, 0.08, 0.11, 0.11, 0.10, 0.12, 0.11, -0.07, -0.06, 0.00, -0.14, 0.00, -0.06, -0.33, 0.07, 0.07, 0.11, 0.11, 0.12, 0.12, 0.11]}

***

No. 2
{"formula": "C40H42N6SSiTi", "method": "ωB97M-V with the def2-TZVPD basis set", "charge": 2, "gap_ev": [6.1261, 5.7089], "e_above_lowest_kj_mol": 94.3, "symbols": ["Ti", "C", "C", "N", "C", "C", "N", "C", "C", "N", "C", "C", "N", "C", "C", "C", "C", "C", "C", "C", "N", "H", "H", "H", "H", "H", "H", "H", "H", "H", "H", "H", "H", "H", "H", "H", "H", "H", "H", "H", "H", "H", "H", "H", "S", "C", "C", "C", "C", "C", "C", "N", "C", "C", "C", "C", "C", "C", "C", "H", "H", "H", "H", "H", "H", "H", "H", "C", "C", "C", "C", "C", "C", "Si", "C", "C", "C", "C", "C", "C", "H", "H", "H", "H", "H", "H", "H", "H", "H", "H", "H"], "xyz": [[-0.602, 0.158, -0.878], [1.116, 2.954, 2.112], [0.756, 1.757, 1.288], [-0.603, 1.274, 1.254], [-1.608, 2.331, 1.176], [-1.677, 2.851, -0.259], [-1.946, 1.739, -1.181], [-3.343, 1.271, -1.220], [-3.573, 0.081, -0.267], [-2.398, -0.805, -0.247], [-2.631, -2.161, -0.777], [-1.318, -2.751, -1.353], [-0.249, -1.829, -1.073], [1.010, -2.153, -1.124], [1.524, -3.489, -1.531], [1.856, -1.076, -0.623], [3.229, -1.024, -0.586], [3.846, 0.056, 0.086], [3.086, 0.982, 0.736], [1.659, 0.931, 0.662], [1.092, -0.073, -0.108], [0.798, 2.833, 3.149], [0.658, 3.873, 1.744], [2.189, 3.110, 2.106], [-1.382, 3.161, 1.854], [-2.580, 1.930, 1.475], [-0.699, 3.269, -0.531], [-2.434, 3.643, -0.348], [-1.698, 2.066, -2.120], [-3.569, 0.959, -2.244], [-4.033, 2.083, -0.965], [-4.469, -0.456, -0.592], [-3.780, 0.437, 0.748], [-2.144, -0.943, 0.737], [-3.391, -2.123, -1.560], [-3.020, -2.809, 0.019], [-1.416, -2.879, -2.438], [-1.116, -3.741, -0.922], [1.140, -3.766, -2.513], [1.199, -4.255, -0.824], [2.607, -3.499, -1.560], [3.833, -1.778, -1.059], [4.921, 0.112, 0.114], [3.564, 1.756, 1.310], [2.909, 0.750, -3.684], [3.352, 1.993, -2.560], [4.608, 2.546, -2.376], [4.739, 3.568, -1.457], [3.619, 4.051, -0.782], [2.369, 3.497, -0.961], [2.222, 2.413, -1.826], [1.069, 1.710, -2.105], [1.283, 0.863, -3.079], [0.198, 0.148, -3.713], [0.261, -0.084, -5.090], [-0.835, -0.604, -5.745], [-1.980, -0.887, -5.017], [-2.016, -0.676, -3.644], [-0.935, -0.149, -2.936], [5.447, 2.190, -2.951], [5.706, 4.011, -1.276], [3.732, 4.889, -0.115], [1.517, 3.915, -0.451], [1.148, 0.192, -5.643], [-0.813, -0.759, -6.811], [-2.855, -1.271, -5.520], [-2.944, -0.932, -3.146], [-4.417, -2.526, 3.677], [-3.405, -2.995, 2.856], [-2.362, -2.161, 2.489], [-2.322, -0.820, 2.889], [-3.381, -0.360, 3.677], [-4.405, -1.200, 4.076], [-0.762, 0.258, 2.765], [0.833, -0.722, 2.971], [1.757, -0.265, 3.911], [2.938, -0.946, 4.143], [3.217, -2.108, 3.442], [2.309, -2.579, 2.508], [1.131, -1.892, 2.277], [-5.191, -3.197, 4.016], [-3.412, -4.024, 2.529], [-1.544, -2.581, 1.919], [-3.381, 0.664, 4.017], [-5.184, -0.826, 4.723], [-0.878, 1.261, 3.835], [1.541, 0.630, 4.474], [3.634, -0.576, 4.879], [4.130, -2.650, 3.637], [2.516, -3.491, 1.967], [0.435, -2.275, 1.540]], "lowdin_charge": [1.07, -0.01, -0.30, -0.19, -0.19, -0.14, -0.15, -0.13, -0.13, -0.12, -0.13, -0.14, -0.06, -0.24, 0.03, -0.24, 0.04, -0.01, 0.03, -0.24, -0.04, 0.08, 0.09, 0.09, 0.13, 0.11, 0.12, 0.14, 0.14, 0.12, 0.14, 0.14, 0.11, 0.05, 0.12, 0.12, 0.13, 0.13, 0.11, 0.11, 0.08, 0.13, 0.13, 0.13, 1.18, -0.45, -0.07, -0.05, -0.06, -0.03, -0.30, 0.10, -0.53, -0.25, -0.03, -0.04, -0.05, -0.11, -0.15, 0.12, 0.12, 0.12, 0.10, 0.10, 0.12, 0.12, 0.08, -0.04, -0.06, -0.13, -0.28, -0.10, -0.05, 0.80, -0.25, -0.09, -0.06, -0.05, -0.06, -0.11, 0.12, 0.12, 0.09, 0.10, 0.12, 0.05, 0.10, 0.11, 0.12, 0.11, 0.08]}

***

Strongest force on any atom readings, ordered: 2.12 1.59 eV Å⁻¹
Energy readings, ordered: -86107.7613 -92920.3359 eV
M readings, ordered: 783.8 714.8 Da